1.
Entry from the OMol25 dataset: a 15-piece molecular cluster, C24H50BrN14O36P overall at a distorted geometry (the ωB97M-V functional and the def2-TZVPD basis).

Each line ends with the Löwdin charge.
Atoms and positions in Å:
O (-0.30, 2.97, -1.21)  0.2022
C (-0.67, 3.90, -0.57)  -0.5126
O (-1.14, 3.83, 0.70)  0.0511
C (-1.31, 5.21, 1.08)  -0.6650
Br (-2.33, 5.55, 2.64)  0.8599
C (-1.78, 5.77, -0.27)  -0.4526
O (-2.93, 5.06, -0.64)  0.0423
C (-4.03, 5.70, -1.25)  -0.4039
O (-3.96, 6.10, -2.36)  0.1953
C (-5.23, 5.72, -0.39)  -0.1513
C (-6.12, 6.79, -0.48)  -0.0250
C (-7.23, 6.83, 0.35)  -0.0645
C (-7.44, 5.80, 1.26)  -0.0718
C (-6.57, 4.72, 1.34)  -0.0649
C (-5.46, 4.68, 0.51)  -0.0160
P (-1.88, 7.62, -0.26)  0.5000
O (-1.67, 8.19, -1.59)  -0.2210
O (-3.24, 8.02, 0.46)  -0.1002
O (-0.71, 8.01, 0.76)  -0.1054
O (-0.71, 5.21, -1.03)  0.0936
H (-0.29, 5.55, 1.25)  0.0839
H (-5.91, 7.58, -1.19)  0.1227
H (-7.92, 7.66, 0.26)  0.1049
H (-8.29, 5.84, 1.93)  0.1045
H (-6.75, 3.93, 2.05)  0.0866
H (-4.77, 3.85, 0.56)  0.1212
H (-3.37, 8.97, 0.32)  0.1147
H (-1.04, 8.59, 1.46)  0.0980
C (0.99, -0.15, -2.20)  0.0599
N (1.44, -1.18, -1.24)  -0.4248
O (1.31, -0.96, -0.05)  0.0294
O (1.91, -2.21, -1.68)  0.0676
H (0.60, 0.70, -1.65)  0.0779
H (1.86, 0.14, -2.80)  0.1127
H (0.23, -0.59, -2.83)  0.0506
C (0.36, -4.05, -4.26)  0.0515
N (-0.22, -2.86, -4.93)  -0.4119
O (-1.21, -3.00, -5.62)  0.0666
O (0.33, -1.80, -4.72)  0.0425
H (-0.23, -4.92, -4.53)  0.1059
H (1.38, -4.15, -4.61)  0.0823
H (0.33, -3.86, -3.20)  0.0625
C (1.14, 8.09, -3.24)  0.0326
N (2.33, 7.79, -4.07)  -0.4524
O (3.41, 8.23, -3.71)  0.0448
O (2.16, 7.11, -5.06)  0.0719
H (1.46, 8.70, -2.40)  0.0939
H (0.42, 8.62, -3.86)  0.1037
H (0.72, 7.15, -2.90)  0.0912
C (3.46, 6.09, -1.12)  0.0632
N (2.47, 5.59, -0.13)  -0.4062
O (1.55, 6.31, 0.20)  0.0482
O (2.64, 4.47, 0.31)  0.0740
H (3.17, 7.10, -1.40)  0.0751
H (4.43, 6.08, -0.64)  0.0708
H (3.44, 5.42, -1.97)  0.1171
C (-1.03, -3.37, 0.36)  0.0456
N (-1.49, -4.43, -0.58)  -0.4284
O (-2.58, -4.92, -0.41)  0.0830
O (-0.73, -4.72, -1.48)  0.0401
H (-1.81, -3.22, 1.11)  0.0889
H (-0.11, -3.73, 0.82)  0.0897
H (-0.86, -2.48, -0.22)  0.0912
C (1.29, -1.18, 3.17)  0.0353
N (0.74, -2.56, 3.21)  -0.4147
O (1.51, -3.49, 3.32)  0.0373
O (-0.47, -2.68, 3.13)  0.0573
H (2.36, -1.24, 3.25)  0.0927
H (0.99, -0.74, 2.22)  0.0792
H (0.85, -0.64, 4.00)  0.0924
C (-3.41, -0.51, -5.21)  0.0457
N (-2.41, -0.33, -4.13)  -0.4432
O (-2.62, -0.89, -3.06)  0.0502
O (-1.44, 0.34, -4.38)  0.0599
H (-4.20, -1.14, -4.84)  0.0958
H (-3.77, 0.48, -5.48)  0.1002
H (-2.88, -0.98, -6.04)  0.0898
C (1.99, -6.60, 2.59)  0.0523
N (2.64, -7.33, 1.47)  -0.4282
O (3.42, -8.23, 1.75)  0.0499
O (2.37, -6.99, 0.34)  0.0689
H (2.34, -7.03, 3.52)  0.0961
H (2.26, -5.55, 2.51)  0.0727
H (0.92, -6.73, 2.48)  0.1059
C (2.58, -3.23, 6.87)  0.0522
N (2.02, -1.86, 6.74)  -0.4316
O (2.28, -1.24, 5.73)  0.0347
O (1.33, -1.46, 7.65)  0.0823
H (3.16, -3.45, 5.98)  0.0919
H (3.20, -3.25, 7.76)  0.1011
H (1.75, -3.92, 6.97)  0.1033
C (5.88, 3.77, 2.29)  0.0507
N (6.09, 4.99, 1.47)  -0.4371
O (5.88, 4.91, 0.28)  0.0415
O (6.45, 5.99, 2.05)  0.0773
H (5.55, 2.97, 1.63)  0.0960
H (6.82, 3.53, 2.77)  0.0999
H (5.12, 4.00, 3.03)  0.1018
C (3.11, -11.11, 1.02)  0.0391
N (2.50, -12.42, 1.40)  -0.4534
O (2.34, -12.65, 2.58)  0.0586
O (2.19, -13.17, 0.49)  0.0651
H (3.32, -10.56, 1.93)  0.0700
H (4.01, -11.32, 0.46)  0.1073
H (2.39, -10.58, 0.40)  0.0846
C (-6.87, 3.84, 6.38)  0.0493
N (-7.21, 4.05, 4.94)  -0.4434
O (-7.02, 5.16, 4.47)  0.0670
O (-7.66, 3.10, 4.34)  0.0646
H (-6.48, 4.77, 6.78)  0.0933
H (-7.77, 3.53, 6.88)  0.1011
H (-6.12, 3.05, 6.42)  0.1013
C (0.89, -8.53, -2.11)  0.0382
N (1.57, -9.28, -3.20)  -0.4463
O (2.34, -10.16, -2.88)  0.0563
O (1.31, -8.96, -4.34)  0.0632
H (1.23, -8.93, -1.16)  0.0690
H (1.17, -7.49, -2.22)  0.0650
H (-0.18, -8.66, -2.23)  0.1051
C (4.94, -5.58, -3.73)  0.0552
N (3.49, -5.91, -3.79)  -0.4294
O (2.93, -6.15, -2.75)  0.0596
O (2.98, -5.91, -4.89)  0.0636
H (5.26, -5.62, -2.70)  0.0950
H (5.47, -6.32, -4.34)  0.1024
H (5.07, -4.58, -4.15)  0.1016

Calculated values
Max |F| (eV Å⁻¹): 1.951
Net charge: 0
Highest occupied orbital energy (eV): -9.77
Frontier orbital gap (hartree): 0.3475
Multiplicity: 1
E_LUMO (eV): -0.3
DFT total energy (eV): -199564.812

=====

2.
Entry from the OMol25 dataset: a 5-piece molecular cluster, C47H50F8N6O5S overall at a distorted geometry (the ωB97M-V functional and the def2-TZVPD basis).

Each line ends with the Löwdin charge.
Atoms and positions in Å:
C (7.56, -2.81, 3.41)  -0.1187
O (6.94, -2.20, 2.31)  -0.1966
C (7.80, -1.34, 1.59)  -0.2280
C (7.42, -1.36, 0.11)  -0.1723
C (6.54, -0.19, -0.30)  -0.1717
C (5.23, -0.05, 0.51)  -0.1055
C (3.94, -0.02, -0.28)  -0.0992
C (3.55, -1.14, -1.03)  -0.1670
C (4.35, -2.42, -1.09)  -0.1380
O (5.41, -2.41, -2.07)  -0.1201
N (4.88, -2.10, -3.34)  -0.0201
O (5.58, -1.36, -3.91)  0.0827
C (2.35, -1.17, -1.73)  -0.0036
C (1.49, -0.08, -1.71)  -0.2441
C (0.16, -0.15, -2.42)  -0.1317
C (-0.76, -0.89, -1.46)  -0.1919
O (-2.02, -1.18, -2.07)  -0.0839
C (-2.78, -2.05, -1.27)  -0.1054
C (-4.20, -1.55, -1.12)  -0.4047
F (-4.91, -1.91, -2.23)  0.0980
F (-4.27, -0.22, -1.03)  0.1390
C (-4.90, -2.25, 0.09)  -0.3536
F (-6.18, -2.52, -0.23)  0.1466
F (-4.31, -3.43, 0.32)  0.1467
C (-4.90, -1.42, 1.41)  -0.3792
F (-3.79, -0.68, 1.53)  0.1596
F (-4.89, -2.31, 2.43)  0.1344
C (-6.18, -0.60, 1.62)  -0.2999
F (-5.98, 0.27, 2.61)  0.1190
F (-6.48, 0.10, 0.51)  0.0966
C (1.88, 1.04, -0.99)  -0.3725
C (3.08, 1.10, -0.27)  -0.1877
N (3.40, 2.25, 0.50)  0.1074
C (2.32, 2.79, 1.25)  -0.2494
C (2.51, 3.16, 2.58)  0.0225
C (1.46, 3.68, 3.34)  -0.2166
C (1.73, 4.04, 4.80)  -0.1269
C (0.50, 3.82, 5.65)  -0.2826
O (0.87, 3.73, 7.03)  -0.0678
C (0.21, 3.86, 2.77)  -0.0384
C (0.00, 3.49, 1.44)  -0.0802
C (1.05, 2.96, 0.70)  -0.4367
S (0.83, 2.47, -0.98)  1.0652
H (8.53, -3.23, 3.16)  0.0842
H (6.94, -3.62, 3.78)  0.0854
H (7.70, -2.10, 4.24)  0.0882
H (8.82, -1.72, 1.66)  0.1122
H (7.81, -0.31, 1.98)  0.1272
H (8.32, -1.35, -0.49)  0.1160
H (6.95, -2.33, -0.07)  0.1009
H (6.36, -0.17, -1.37)  0.0990
H (7.13, 0.71, -0.11)  0.1106
H (5.35, 0.82, 1.15)  0.0976
H (5.17, -0.90, 1.20)  0.1133
H (4.75, -2.66, -0.11)  0.1167
H (3.67, -3.22, -1.38)  0.1160
H (2.05, -2.04, -2.30)  0.1260
H (0.24, -0.65, -3.37)  0.1302
H (-0.24, 0.84, -2.60)  0.0801
H (-0.88, -0.30, -0.55)  0.1371
H (-0.27, -1.84, -1.23)  0.1279
H (-2.77, -3.07, -1.64)  0.1413
H (-2.35, -2.08, -0.27)  0.1320
H (-7.00, -1.27, 1.87)  0.1745
H (4.09, 1.99, 1.18)  0.0902
H (3.49, 3.02, 3.02)  0.1203
H (2.08, 5.06, 4.89)  0.1258
H (2.47, 3.32, 5.15)  0.1172
H (-0.19, 4.67, 5.53)  0.1132
H (-0.05, 2.93, 5.35)  0.1198
H (0.09, 3.44, 7.50)  0.0789
H (-0.63, 4.28, 3.30)  0.1032
H (-0.96, 3.58, 0.95)  0.0508
C (-0.29, -2.89, 3.11)  -0.0811
C (0.26, -4.11, 2.73)  -0.0736
C (1.38, -4.10, 1.92)  -0.1514
N (1.97, -2.99, 1.47)  0.0739
C (1.43, -1.83, 1.85)  -0.1402
C (0.31, -1.73, 2.66)  -0.0656
H (-1.16, -2.86, 3.74)  0.1046
H (-0.18, -5.05, 3.05)  0.1006
H (1.84, -5.03, 1.60)  0.1033
H (1.93, -0.94, 1.47)  0.0976
H (-0.08, -0.76, 2.93)  0.1037
C (-5.64, 4.47, 0.36)  -0.0735
C (-5.38, 3.13, 0.13)  -0.0599
C (-4.07, 2.69, 0.25)  -0.1254
N (-3.05, 3.49, 0.58)  0.0530
C (-3.33, 4.77, 0.80)  -0.1512
C (-4.60, 5.31, 0.70)  -0.0680
H (-6.65, 4.86, 0.27)  0.1064
H (-6.16, 2.45, -0.15)  0.0937
H (-3.82, 1.65, 0.08)  0.0866
H (-2.48, 5.39, 1.07)  0.1065
H (-4.76, 6.37, 0.90)  0.1025
C (-4.59, -5.05, -4.72)  -0.0730
C (-4.68, -4.75, -3.37)  -0.0672
C (-4.39, -5.75, -2.46)  -0.1539
N (-4.03, -6.99, -2.80)  0.0529
C (-3.95, -7.26, -4.10)  -0.1588
C (-4.21, -6.33, -5.10)  -0.0748
H (-4.81, -4.29, -5.47)  0.1068
H (-4.97, -3.76, -3.03)  0.0809
H (-4.45, -5.57, -1.39)  0.0957
H (-3.65, -8.27, -4.36)  0.1016
H (-4.13, -6.60, -6.14)  0.0999
C (-3.12, 4.96, -4.83)  -0.0841
C (-1.98, 4.97, -5.61)  -0.0773
C (-0.77, 4.63, -5.01)  -0.1551
N (-0.65, 4.31, -3.73)  0.0585
C (-1.76, 4.32, -2.99)  -0.1579
C (-3.01, 4.63, -3.49)  -0.0687
H (-4.08, 5.21, -5.26)  0.1033
H (-2.02, 5.22, -6.66)  0.0988
H (0.15, 4.62, -5.59)  0.1027
H (-1.63, 4.05, -1.95)  0.0722
H (-3.88, 4.61, -2.85)  0.0953

Calculated values
Max |F| (eV Å⁻¹): 1.365
Structure (SMILES): COCCCCc1c(CON=O)cc(CCOCC(F)(F)C(F)(F)C(F)(F)C(F)F)c2c1Nc1cc(CCO)ccc1S2.c1ccncc1.c1ccncc1.c1ccncc1.c1ccncc1
Net charge: 0
Highest occupied orbital energy (eV): -7.46
Frontier orbital gap (hartree): 0.2903
Multiplicity: 1
E_LUMO (eV): 0.4
DFT total energy (eV): -101299.493

=====

3.
Entry from the OMol25 dataset: a single C3H5NO2S molecule at a distorted geometry (the ωB97M-V functional and the def2-TZVPD basis).

Each line ends with the Löwdin charge.
Atoms and positions in Å:
O (-0.71, 2.06, 0.15)  0.0683
C (-0.68, 0.83, 0.08)  -0.4222
N (-1.86, 0.04, -0.23)  0.1123
O (-1.26, -1.26, -0.49)  -0.1387
C (-0.22, -1.42, 0.52)  -0.2316
C (0.45, -0.07, 0.61)  -0.6572
S (1.93, -0.04, -0.33)  0.7725
H (-2.21, 0.37, -1.11)  0.1320
H (-0.56, -1.50, 1.58)  0.1249
H (0.30, -2.40, 0.30)  0.1482
H (0.62, 0.13, 1.72)  0.1424
H (2.35, 1.32, -0.06)  -0.0508

Calculated values
Max |F| (eV Å⁻¹): 3.494
Structure (SMILES): O=C1NOC[C@H]1S
Net charge: 0
Highest occupied orbital energy (eV): -9.40
Frontier orbital gap (hartree): 0.3632
Multiplicity: 1
E_LUMO (eV): 0.5
DFT total energy (eV): -19609.863
Energy above the lowest of the compared OMol25 structures with the same formula, charge and spin (kJ/mol): 255.50

=====

4.
Entry from the OMol25 dataset: a single H10N2O2Si4 molecule at a distorted geometry (the ωB97M-V functional and the def2-TZVPD basis).

Each line ends with the Löwdin charge.
Atoms and positions in Å:
N (0.69, 0.04, 0.03)  -0.4033
N (-1.53, -1.41, -0.48)  -0.3612
O (3.52, -0.85, -0.05)  -0.2365
O (-1.88, 1.17, 0.39)  -0.3837
Si (-0.39, 1.27, -0.51)  0.4003
Si (0.08, -1.65, -0.01)  0.2536
Si (2.55, 0.45, -0.03)  0.4138
Si (-2.79, -0.55, 0.14)  0.4468
H (3.07, -1.57, 0.50)  0.0706
H (-2.47, 1.95, 0.72)  0.1564
H (0.21, 2.57, -0.22)  -0.0227
H (-0.79, 1.22, -1.82)  -0.0442
H (0.91, -2.77, -0.60)  -0.0500
H (0.15, -2.05, 1.39)  -0.0678
H (3.08, 1.17, -1.23)  -0.0264
H (2.57, 1.48, 0.93)  -0.0653
H (-3.95, -0.11, -0.73)  -0.0397
H (-3.02, -0.36, 1.58)  -0.0406

Calculated values
Max |F| (eV Å⁻¹): 3.397
Net charge: 0
Highest occupied orbital energy (eV): -8.84
Frontier orbital gap (hartree): 0.3249
Multiplicity: 1
E_LUMO (eV): 0.0
DFT total energy (eV): -38750.965
Energy above the lowest of the compared OMol25 structures with the same formula, charge and spin (kJ/mol): 123.16

=====

5.
Entry from the OMol25 dataset: C13H26O4Si4 as an isolated structure at a distorted geometry (the ωB97M-V functional and the def2-TZVPD basis).

Each line ends with the Löwdin charge.
Atoms and positions in Å:
O (0.81, -1.20, -0.33)  -0.2242
O (-0.22, 1.06, 0.90)  -0.2469
O (-1.29, -0.90, -2.17)  -0.2326
O (-2.51, -0.30, 0.30)  -0.2388
C (4.73, 1.87, 1.65)  -0.0686
C (4.79, 0.43, 1.51)  -0.0634
C (3.54, 2.57, 1.55)  -0.1118
C (3.60, -0.22, 1.36)  -0.1260
C (2.38, 1.90, 1.39)  -0.0803
C (2.45, 0.47, 1.35)  -0.2182
C (0.18, -1.23, 2.51)  -0.1221
C (0.99, 0.81, -2.50)  -0.1160
C (0.94, -2.28, -3.04)  -0.1262
C (-2.18, 2.20, -0.96)  -0.1200
C (-2.54, 2.10, 2.15)  -0.1444
C (-4.10, -1.33, -1.37)  -0.1189
C (-1.78, -3.05, -0.10)  -0.0977
Si (0.78, -0.25, 1.06)  0.3379
Si (0.36, -0.91, -1.92)  0.2901
Si (-1.87, 1.19, 0.65)  0.3319
Si (-2.29, -1.43, -0.87)  0.3450
H (5.68, 2.40, 1.63)  0.1016
H (5.70, -0.15, 1.45)  0.0990
H (3.57, 3.68, 1.65)  0.1211
H (3.62, -1.28, 1.11)  0.1156
H (1.47, 2.41, 1.11)  0.0995
H (0.72, -2.17, 2.47)  0.0337
H (0.39, -0.60, 3.38)  0.0464
H (-0.91, -1.52, 2.40)  0.0484
H (0.79, 1.52, -1.69)  0.0207
H (0.47, 1.05, -3.46)  0.0540
H (2.02, 0.67, -2.61)  0.0030
H (1.96, -2.59, -2.88)  0.0372
H (0.15, -3.05, -2.89)  0.0415
H (0.82, -1.93, -4.03)  0.0206
H (-1.40, 2.63, -1.58)  0.0265
H (-2.62, 1.51, -1.68)  0.0148
H (-2.92, 2.96, -0.82)  0.0193
H (-2.27, 3.21, 2.16)  0.0652
H (-3.57, 2.09, 2.45)  0.0127
H (-1.99, 1.63, 3.04)  0.0498
H (-4.45, -2.23, -1.80)  0.0177
H (-4.21, -0.53, -2.04)  0.0171
H (-4.76, -1.17, -0.55)  0.0274
H (-2.65, -3.60, 0.08)  0.0303
H (-1.22, -2.91, 0.78)  -0.0036
H (-1.13, -3.55, -0.79)  0.0316

Calculated values
Max |F| (eV Å⁻¹): 3.864
Net charge: 0
Highest occupied orbital energy (eV): -9.22
Frontier orbital gap (hartree): 0.3644
Multiplicity: 1
E_LUMO (eV): 0.7
DFT total energy (eV): -53615.811
Energy above the lowest of the compared OMol25 structures with the same formula, charge and spin (kJ/mol): 0.00